A cluster of 2 separate species, C3H3I3 in total at a distorted geometry. Source: OMol25; level of theory: ωB97M-V with the def2-TZVPD basis set.

ORCA input file:
```
! RIJCOSX wB97M-V def2-TZVPD def2/J DEFGRID3
* xyz 0 1
C -0.41 0.49 0.24
C 1.67 -0.55 0.89
C -1.17 -0.12 -0.89
I -1.70 1.19 1.80
I 2.31 0.77 2.35
I 3.08 -0.92 -0.57
H -2.29 -0.39 -0.84
H -0.45 -0.97 -1.23
H -1.03 0.51 -1.75
*
```

Calculated values
ΔE to the lowest compared entry with this formula, charge and spin: 569.33 kJ/mol
Gap between HOMO and LUMO (spin up / spin down): 6.78 / 6.58 eV
Electronic energy: -27454.7404 eV
LUMO energy (spin up / spin down): -1.300 / -1.469 eV

=====

A structure of composition C3H3I3O at a distorted geometry. Source: OMol25; level of theory: ωB97M-V with the def2-TZVPD basis set.

ORCA input file:
```
! RIJCOSX wB97M-V def2-TZVPD def2/J DEFGRID3
* xyz 0 1
C -0.88 1.53 0.35
C -1.50 2.31 -0.36
C 1.79 -0.09 0.54
O 1.52 0.87 1.14
I 2.41 -1.95 1.40
I 1.80 -0.08 -1.65
I -1.51 -3.85 -1.30
H -0.49 1.20 1.27
H -1.22 -2.61 -0.16
H -1.93 2.66 -1.24
*
```

Calculated values
ΔE to the lowest compared entry with this formula, charge and spin: 215.01 kJ/mol
Gap between HOMO and LUMO: 8.62 eV
Electronic energy: -29505.6553 eV
LUMO energy: -1.198 eV

=====

A structure of composition C3H3IO at a distorted geometry. Source: OMol25; level of theory: ωB97M-V with the def2-TZVPD basis set.

ORCA input file:
```
! RIJCOSX wB97M-V def2-TZVPD def2/J DEFGRID3
* xyz 0 1
C -0.17 0.46 0.36
C 0.88 0.21 -0.66
C 1.00 1.63 0.69
O 1.71 1.14 -0.29
I 0.67 3.67 0.80
H -0.24 -0.41 1.20
H 1.13 -0.51 -1.51
H -1.27 0.38 -0.09
*
```

Calculated values
ΔE to the lowest compared entry with this formula, charge and spin: 398.61 kJ/mol
Gap between HOMO and LUMO (spin up / spin down): 8.11 / 7.15 eV
Electronic energy: -13302.0190 eV
LUMO energy (spin up / spin down): 0.312 / -0.298 eV

=====

A structure of composition C3H3IrO3 at a distorted geometry. Source: OMol25; level of theory: ωB97M-V with the def2-TZVPD basis set.

ORCA input file:
```
! RIJCOSX wB97M-V def2-TZVPD def2/J DEFGRID3
* xyz 1 6
C -1.04 0.23 -0.77
C 0.63 0.41 1.36
O -1.14 1.10 0.10
O 0.05 -0.64 -0.65
C 1.08 -0.33 0.29
H 1.21 1.29 1.64
H -0.09 -0.03 2.05
H 1.94 0.02 -0.29
O -1.86 -0.23 -1.59
Ir -0.77 -1.81 -2.14
*
```

Calculated values
ΔE to the lowest compared entry with this formula, charge and spin: 180.74 kJ/mol
Gap between HOMO and LUMO (spin up / spin down): 5.66 / 5.51 eV
Electronic energy: -12124.1798 eV
LUMO energy (spin up / spin down): -6.451 / -9.043 eV